1.
The following is a DFT calculation (ωB97M-V with the def2-TZVPD basis set) of a molecular structure, C47H36ClN4ORuSSbSe at a distorted geometry.

Structure (XYZ):
```
93
Properties=species:S:1:pos:R:3:forces:R:3:mulliken_spin:R:1
Ru -0.29523 -0.30168 0.88401 0.05 0.64 -0.04 2.53
Cl -7.52403 1.26125 0.09991 0.19 -0.01 0.00 0.00
C -5.80007 1.09954 0.06616 -0.18 0.39 -0.11 0.03
C -5.00629 2.18904 -0.32562 -0.20 0.03 -0.02 -0.01
C -3.63785 2.09027 -0.35137 -0.01 0.07 -0.02 0.06
C -2.99413 0.89986 0.01898 0.02 0.10 -0.19 0.00
O -1.66847 0.88550 0.01356 0.05 -0.14 0.38 0.20
C -3.79585 -0.20362 0.36374 -0.36 -0.17 0.17 -0.01
C -3.25049 -1.50091 0.63796 -0.06 0.01 -0.13 0.01
N -2.00304 -1.77789 0.52938 0.30 -1.01 0.31 0.10
C -1.57104 -3.12844 0.71846 0.07 0.81 0.00 -0.04
C -2.31765 -4.22937 0.43563 -0.20 -0.51 -0.11 0.02
C -1.81610 -5.53347 0.68073 -0.21 0.26 -0.10 0.00
C -0.57019 -5.70766 1.19615 0.18 0.05 0.06 0.01
C 0.25106 -4.58008 1.45808 0.03 -0.31 0.04 0.00
C 1.55870 -4.69466 1.98297 -0.05 -0.16 -0.02 0.00
C 2.30277 -3.57661 2.21125 0.04 0.13 0.00 0.00
C 1.75383 -2.32961 1.88079 0.08 0.03 0.10 0.01
N 0.54632 -2.18595 1.37819 -0.28 -0.16 0.05 -0.01
C -0.24625 -3.29790 1.19120 0.25 0.44 -0.02 0.02
C -5.20583 -0.07959 0.40039 0.37 -0.22 0.05 -0.02
H -5.48852 3.11461 -0.61236 -0.01 -0.02 0.01 0.00
H -3.03146 2.93149 -0.66492 -0.06 -0.06 0.04 0.01
H -3.94983 -2.28417 0.94507 -0.05 0.06 -0.11 0.01
H -3.30134 -4.11321 -0.00251 0.02 -0.06 0.01 0.00
H -2.43760 -6.38935 0.45614 -0.01 0.02 -0.01 0.00
H -0.18528 -6.69821 1.40120 0.01 0.01 0.00 0.00
H 1.95802 -5.67708 2.20452 -0.03 0.00 -0.01 0.00
H 3.30176 -3.62558 2.61998 -0.01 0.00 0.01 0.00
H 2.33258 -1.42519 2.02647 0.01 0.02 -0.02 -0.05
H -5.81168 -0.93447 0.67579 0.02 0.00 0.00 0.00
S 1.02183 2.04291 1.02185 0.13 0.00 0.02 0.45
Sb 0.74894 -0.50063 -1.52343 -0.18 -0.30 -0.11 0.02
C 0.31572 1.08953 -2.80895 -0.09 0.21 -0.06 -0.02
C 0.99250 2.29804 -2.64046 0.05 -0.02 -0.11 0.03
C 0.72850 3.36518 -3.48702 0.00 -0.01 -0.04 0.02
C -0.21493 3.23157 -4.49795 0.00 0.00 0.03 -0.01
C -0.88201 2.02773 -4.67213 -0.01 -0.02 0.03 0.01
C -0.62003 0.95250 -3.82981 0.05 0.13 -0.04 0.00
C 2.78885 -0.80409 -1.86549 0.28 -0.06 -0.03 -0.01
C 3.36714 -0.20699 -2.98490 0.12 -0.08 0.07 -0.01
C 4.70150 -0.45424 -3.28602 -0.06 0.03 0.00 0.00
C 5.45768 -1.29278 -2.48101 -0.01 -0.01 0.03 0.00
C 4.88202 -1.89803 -1.37153 -0.04 0.04 -0.03 0.00
C 3.55050 -1.65530 -1.06420 0.04 0.04 -0.06 0.00
C -0.15400 -2.19456 -2.38125 -0.14 -0.14 -0.13 0.00
C 0.60090 -3.33733 -2.63593 -0.07 0.00 -0.02 0.00
C -0.01605 -4.48066 -3.13423 -0.01 0.06 0.02 0.00
C -1.37884 -4.47820 -3.39458 0.02 0.03 0.02 0.00
C -2.13336 -3.33495 -3.15484 0.03 0.00 0.03 0.00
C -1.52839 -2.19943 -2.63517 0.09 -0.07 0.02 -0.01
H 1.74528 2.40964 -1.86808 0.02 -0.03 -0.04 -0.01
H 1.26611 4.29699 -3.36451 0.00 0.00 0.01 0.00
H -0.42206 4.06441 -5.15724 0.01 -0.02 -0.01 0.00
H -1.60158 1.91941 -5.47296 0.00 -0.01 0.01 0.00
H -1.13263 0.01556 -3.99689 0.00 -0.03 0.00 0.00
H 2.79011 0.44217 -3.62948 -0.02 0.02 -0.01 0.00
H 5.14692 0.00789 -4.15716 0.00 0.00 0.01 0.00
H 6.49603 -1.47977 -2.72107 -0.01 0.00 0.00 0.00
H 5.46901 -2.56257 -0.75089 -0.01 0.01 0.00 0.00
H 3.11405 -2.15279 -0.20885 -0.04 -0.01 0.01 0.01
H 1.67160 -3.34079 -2.46617 0.00 0.00 0.01 0.00
H 0.57286 -5.36582 -3.33630 0.00 0.01 0.01 0.00
H -1.85298 -5.36535 -3.79390 0.00 0.02 -0.01 0.00
H -3.19247 -3.32818 -3.37974 0.00 0.00 0.01 0.00
H -2.13329 -1.32110 -2.43515 0.00 0.00 0.03 0.00
Se -0.18560 3.50192 0.12302 -0.13 -0.26 0.21 0.48
C 0.91135 5.04071 0.12497 0.00 0.13 -0.03 0.00
C 2.19943 5.08691 0.64069 0.06 0.10 -0.04 0.04
C 2.89063 6.28729 0.59286 -0.02 -0.02 0.00 -0.02
C 2.30077 7.41851 0.03949 0.04 0.00 0.01 0.06
C 1.01485 7.35881 -0.47855 -0.07 -0.08 -0.01 -0.03
C 0.31022 6.16449 -0.43844 0.09 0.14 -0.03 0.06
H 2.65571 4.20617 1.06930 0.00 -0.02 0.02 0.00
H 3.89484 6.34166 0.99100 0.00 0.00 0.00 0.00
H 2.84718 8.35181 0.01265 0.00 -0.01 0.00 0.00
H 0.55874 8.23910 -0.91056 0.00 -0.01 0.00 0.00
H -0.69304 6.11399 -0.84556 -0.02 -0.01 0.02 0.00
N -1.96446 0.02387 4.83398 0.04 0.00 0.10 0.00
C -1.92421 -0.34186 3.54686 0.06 0.01 -0.05 0.02
N -0.74312 -0.13388 3.00313 -0.06 0.15 0.04 0.02
C 0.05383 0.40740 4.02881 0.14 -0.20 -0.42 -0.05
C 1.39834 0.78010 4.04992 0.10 -0.04 -0.03 0.04
C 1.90403 1.27880 5.22966 -0.07 0.01 0.12 0.00
C 1.10281 1.40258 6.38204 0.07 0.00 -0.08 0.00
C -0.21704 1.01197 6.38114 0.05 -0.04 -0.03 0.00
C -0.70839 0.50585 5.18067 -0.42 0.04 0.25 -0.01
H -2.76802 -0.05867 5.43585 0.02 0.03 0.00 0.00
H -2.78341 -0.74593 3.03841 0.01 0.01 -0.04 0.00
H 2.03808 0.67837 3.18280 -0.04 0.04 0.00 0.03
H 2.94106 1.58149 5.27601 0.00 0.00 0.01 0.00
H 1.53510 1.80526 7.28769 0.02 -0.01 -0.02 0.00
H -0.83193 1.08649 7.26769 -0.01 0.01 -0.02 0.00
```
Forces are in eV/Å.

The HOMO-LUMO gap (alpha / beta) is 6.96 / 6.06 eV. The value obtained for the highest occupied orbital energy (alpha / beta) is -12.55 / -12.92 eV. The charge is +2. The spin multiplicity is 5. As for the expectation value of S²: 6.037. As for the energy above the lowest of the compared OMol25 structures with the same formula, charge and spin: 15.88 kcal per mole. As for the total energy: -5701.35690 Eh. The calculation puts the lowest unoccupied orbital energy (alpha / beta) at -5.59 / -6.86 eV.

2.
The following is a DFT calculation (ωB97M-V with the def2-TZVPD basis set) of a molecular structure, C5H9NO at a distorted geometry.

Structure (XYZ):
```
16
Properties=species:S:1:pos:R:3:forces:R:3:nbo_charge:R:1
C 1.00341 0.27456 -0.60692 -1.74 0.80 0.17 0.10
C -0.00264 0.71113 0.63353 0.83 -1.35 -0.69 -0.26
C -1.25894 0.82369 -0.22038 1.63 0.92 -0.45 -0.26
C 0.02425 -0.99074 -0.51130 0.88 -1.70 -1.22 -0.07
C 0.00218 -0.85189 1.02000 -2.73 2.48 -1.19 -0.41
H 2.86771 0.71250 -0.03030 -1.92 -2.46 -0.81 0.48
H 1.08685 0.96763 -1.54528 -0.94 -1.22 1.46 0.17
H 0.06809 1.64880 1.20971 0.67 -0.75 0.35 0.22
H -0.78613 1.67759 -0.82989 -2.25 -1.03 -0.34 0.19
H -2.11898 1.14530 0.37469 -0.12 -0.28 -0.56 0.20
H -2.06408 -1.10806 -0.27525 2.43 1.49 -2.16 0.35
H 0.29708 -1.95242 -1.08132 -0.16 1.36 1.16 0.21
H 0.80389 -1.19362 1.51182 3.24 -0.99 1.67 0.21
H -0.90542 -1.20068 1.55051 0.27 0.09 -0.50 0.19
N -1.30641 -0.54775 -0.91146 -2.51 0.77 1.85 -0.60
O 2.28912 -0.11603 -0.28815 2.43 1.87 1.28 -0.72
```
Forces are in eV/Å.

The HOMO-LUMO gap is 9.81 eV. The value obtained for the highest occupied orbital energy is -8.99 eV. The charge is 0. The spin multiplicity is 1. As for the energy above the lowest of the compared OMol25 structures with the same formula, charge and spin: 92.23 kcal per mole. As for the total energy: -325.79058 Eh. The calculation puts the lowest unoccupied orbital energy at 0.81 eV.

3.
The following is a DFT calculation (ωB97M-V with the def2-TZVPD basis set) of 3 unconnected molecules or ions with the total composition CH8NO2 at a distorted geometry.

Structure (XYZ):
```
12
Properties=species:S:1:pos:R:3:forces:R:3:nbo_charge:R:1
C -1.07193 1.34583 0.06328 2.03 0.29 0.78 0.31
N 0.15768 0.87096 0.24919 -1.86 0.15 1.02 -0.80
H -1.12414 2.43784 0.06589 -0.82 -0.10 -1.67 0.22
H -1.86395 0.61073 0.09899 -0.89 0.46 1.09 0.20
H 0.65800 0.57856 -0.63789 1.06 0.88 0.42 0.50
H 0.03666 0.24703 1.11010 0.60 -1.09 -2.10 0.47
H 0.97441 -1.14256 -1.52878 0.04 0.01 -0.30 0.49
H 1.36689 -0.55697 -2.87665 0.16 0.30 -0.25 0.52
O 1.02533 -0.30556 -2.01470 -0.25 -0.55 0.68 -0.95
H 0.49197 -1.86252 1.79392 0.42 0.18 -0.11 0.50
H -0.92239 -1.85542 2.20224 -0.46 0.29 0.12 0.51
O -0.28811 -1.30054 1.73502 -0.03 -0.81 0.32 -0.96
```
Forces are in eV/Å.

The HOMO-LUMO gap is 9.00 eV. The value obtained for the highest occupied orbital energy is -15.65 eV. The charge is +1. The spin multiplicity is 1. As for the energy above the lowest of the compared OMol25 structures with the same formula, charge and spin: 72.78 kcal per mole. As for the total energy: -247.77022 Eh. The calculation puts the lowest unoccupied orbital energy at -6.65 eV.